No. 1
The following is a quantum chemistry calculation of a cluster of 3 separate species, C25H45O9S3 in total, from OMol25.

```
82
Properties=species:S:1:pos:R:3:forces:R:3
S 3.69882 -4.18487 3.41934 -0.11 -0.08 0.04
S -3.78375 4.95086 1.30686 -0.54 0.53 0.77
S -2.50043 0.90239 -2.50704 -0.04 -0.09 0.40
O -3.40783 3.56336 1.44803 -0.07 1.49 -0.63
O -5.33434 5.11949 1.78134 1.28 0.03 -0.81
O 3.69390 -5.77371 3.78811 -0.32 1.19 0.05
O -3.60400 5.69510 0.08010 0.02 -1.37 1.07
O 4.13122 -4.04155 2.04689 -0.74 0.03 1.63
O -3.09795 5.79732 2.52078 -0.33 -1.23 -0.88
O -0.65706 5.18252 -0.75599 -0.06 -1.15 0.81
O 2.48243 -3.59416 3.92715 1.45 -0.71 -1.00
O 4.93332 -3.74653 4.38979 -0.64 -0.33 -0.98
C 3.08876 -2.89150 -3.04671 0.29 -0.38 -0.14
C -4.01579 -1.34571 0.32504 -3.02 -0.53 -1.17
C -1.15010 -0.32128 -1.99783 0.70 -1.96 0.78
C -4.10846 6.54728 3.19101 -0.68 0.68 0.03
C -3.73649 1.15547 -1.07135 -1.94 0.04 0.87
C -0.06433 -0.65209 -3.18592 0.91 1.12 0.00
C -6.11005 -0.48136 -1.32973 0.87 -2.30 1.96
C 4.90829 -6.09658 4.46174 0.80 -0.04 -0.01
C -1.81868 2.61961 -2.81415 0.84 2.40 0.26
C -0.20942 2.79058 -2.55434 0.63 0.90 -0.15
C 0.23701 2.72097 -0.96364 1.00 0.23 -0.38
C 3.13203 0.15640 0.89780 -0.82 -0.87 0.71
C -4.58475 -0.19962 -0.70512 -2.30 -3.74 1.06
C -6.37885 -2.89993 0.10981 2.21 2.94 -0.84
C 4.40922 -0.77949 1.32236 0.65 0.63 0.70
C 5.27982 -4.83776 5.24088 -0.09 -0.51 0.60
C 4.58794 -1.25061 -1.39891 1.06 0.18 -0.53
C -7.01669 -1.81668 -0.94526 4.40 0.35 2.25
C 0.29356 4.19401 -0.22247 -0.54 -0.54 1.76
C 1.92057 -2.21867 -3.99176 0.55 0.01 -0.05
C -5.37262 5.69858 3.08456 0.10 0.07 0.94
C 5.30896 -1.34010 0.07168 0.24 -0.16 0.52
C -4.86289 -2.69776 0.75205 -2.04 3.40 -3.03
C 0.41318 -2.22015 -3.26759 0.50 0.62 -1.35
C 3.24802 -2.18345 -1.57058 -0.38 0.49 0.84
H -0.28437 -2.79649 -4.03147 1.19 1.05 2.06
H -1.72516 -1.34420 -1.77791 0.76 2.44 -0.52
H -3.23172 1.68610 -0.15643 -0.77 -1.30 -1.72
H -1.54248 5.15581 -0.27742 1.83 -0.09 -0.81
H -4.42079 -3.46740 1.51841 -0.96 1.76 -1.75
H 4.11781 -1.69190 2.03060 0.24 2.23 -1.77
H -7.00574 -3.84665 0.43410 1.45 2.21 -0.80
H -6.61804 0.28905 -2.06690 1.33 -1.66 1.69
H 5.41068 -1.58886 -2.19457 -1.80 0.62 1.67
H 1.85743 -2.77616 -5.04567 0.19 1.14 2.44
H 2.28588 -1.11501 -4.22855 -0.97 -2.17 0.51
H 1.39335 4.63558 -0.17215 -2.50 -0.78 -0.58
H -0.42743 2.01657 -0.30708 1.17 1.23 -1.42
H 2.86459 -4.05508 -2.93182 0.46 2.53 -0.17
H 2.77713 0.78484 1.83409 0.81 -1.17 -1.98
H -4.22769 7.49973 2.66380 -0.03 -0.07 0.11
H -2.96079 -1.18880 0.80762 -2.22 -0.32 -1.01
H 4.68977 -4.75413 6.15924 0.08 -0.05 -0.07
H 4.76970 -6.96337 5.11230 -0.24 0.19 -0.17
H 4.36960 -0.10932 -1.66357 0.35 -2.49 0.58
H 0.91582 -0.02303 -2.92553 -2.19 -1.33 -0.51
H -0.60215 -0.04277 -1.00239 -1.17 -0.21 -1.98
H -0.01990 3.99873 0.90987 0.89 0.32 -2.28
H 3.24715 -2.97917 -0.68311 0.04 1.56 -2.05
H 0.47207 -2.71441 -2.20827 -0.26 0.92 -2.08
H 5.11757 -0.09282 1.99238 -1.46 -1.49 -1.45
H -3.82208 6.73977 4.22769 0.15 -0.22 -0.25
H 6.34409 -4.80484 5.48892 -0.19 0.17 -0.22
H 4.14405 -2.79497 -3.59116 -2.37 -0.26 1.03
H 5.58389 -2.46326 0.33039 -0.62 2.26 -0.76
H 2.31872 -1.46912 -1.34388 1.85 -1.63 -0.60
H 0.46578 2.08630 -3.24237 -1.79 1.36 1.65
H -4.53027 1.93437 -1.50551 1.90 -1.70 0.69
H -5.36499 4.88633 3.81855 -0.01 0.11 -0.04
H 5.66380 -6.32806 3.70348 -0.01 0.00 0.14
H -8.10044 -2.03028 -1.36103 2.59 0.77 0.84
H 0.06638 3.89708 -2.90790 -0.84 -2.38 0.71
H 3.31198 0.86158 -0.01843 -0.13 -1.34 1.85
H 2.22966 -0.56781 0.64069 1.76 1.59 0.39
H -2.12229 2.99072 -3.90646 0.65 -1.34 2.33
H -0.42073 -0.23048 -4.24340 0.62 -1.14 2.27
H -2.35985 3.38079 -2.07430 1.05 -1.86 -1.42
H -6.28111 6.29352 3.21091 0.15 -0.16 -0.28
H 6.33835 -0.73788 0.10714 -2.29 -1.28 -0.50
H 1.36016 2.31901 -0.95984 -2.52 0.63 0.17
```
Forces are in eV/Å.

Output
E_tot, Eh: -2850.4610
Frontier orbital gap, eV: 8.43
M, g mol⁻¹: 585.83
Net charge: +1
Energy above the lowest of the compared OMol25 structures with the same formula, charge and spin, eV: 7.9450
HOMO level, eV: -11.14

=====

No. 2
The following is a quantum chemistry calculation of a structure of composition C46H51N8O4PS3Tl, from OMol25.

```
114
Properties=species:S:1:pos:R:3:forces:R:3
Tl 0.40171 0.74199 -0.44428 -0.26 0.10 0.15
S 2.07424 1.38947 -3.21202 -0.08 0.89 -0.97
S 4.16182 -3.58008 1.18631 -0.01 -0.07 0.65
S 2.10020 -1.07315 1.77911 -0.33 -0.08 0.27
P 3.35405 -2.38673 2.55475 -0.10 0.16 -0.65
O 3.10518 6.08827 4.57610 -0.10 0.11 0.13
O 1.16610 6.44454 5.55823 -0.07 -0.06 -0.08
O 2.69791 -3.30280 3.72654 0.15 -0.19 0.06
O 4.45647 -1.59544 3.44673 0.21 -0.30 0.49
N -1.98390 -0.34347 1.11293 0.09 0.18 -0.06
N -0.37543 -0.98093 -2.48936 -0.31 -0.13 -0.41
N -0.87937 2.74151 0.92262 0.01 0.26 0.09
N -1.82978 0.40135 -3.67812 0.03 0.49 0.38
N 1.78325 2.90618 0.71344 0.29 0.66 0.54
N 1.85135 5.89141 4.64776 0.14 0.26 0.27
N -2.12700 -1.89613 -3.74836 -0.05 -0.11 -0.04
N -3.17801 -1.66545 2.38424 -0.03 0.19 -0.25
C 4.51041 0.81661 3.66953 0.29 -0.24 -0.04
C -3.87524 -3.17879 -4.74861 0.26 0.19 -0.20
C -2.19208 2.69100 0.95596 -0.24 0.03 -0.01
C 0.95865 -4.71293 -1.11869 0.11 -0.10 -0.43
C -5.21016 -3.36116 -5.06126 0.09 0.05 -0.09
C 1.52094 -2.40731 -4.09875 -0.49 0.13 -0.03
C -0.63460 2.08801 -2.27885 0.27 0.21 0.45
C 3.92894 3.63585 1.50525 -0.41 -0.15 -0.01
C -4.47219 -1.09260 -3.64233 0.50 -0.21 -0.14
C 0.96923 -2.99436 -2.82303 -0.53 0.52 -0.19
C -3.04417 -1.09854 1.15108 -0.07 -0.26 0.12
C 3.35487 -0.47824 -1.52691 -0.12 0.48 -0.44
C -2.30229 4.06865 2.91485 -0.18 -0.26 -0.13
C -0.48454 3.46435 -2.03549 -0.01 0.18 0.01
C -2.80997 -4.15162 -5.20248 -0.09 0.51 0.07
C -5.79447 -1.30314 -4.01242 0.02 0.38 0.44
C -1.40334 -0.81164 -3.23047 0.26 0.43 0.11
C 5.19826 -0.41278 3.10983 0.50 -0.07 -0.09
C -0.00612 -2.27671 -2.08557 0.34 -0.16 0.28
C -1.40329 -0.40086 2.36550 0.38 0.48 -0.58
C 1.21586 3.60364 1.72215 -0.22 -0.04 0.19
C 1.94271 4.38580 2.65866 -0.04 -0.31 -0.02
C -0.46199 -2.78647 -0.86845 0.16 -0.18 -0.22
C -2.95021 3.34753 1.93862 -0.02 0.09 0.11
C -0.16642 4.92044 3.80488 0.05 0.80 0.58
C 1.40020 -4.20908 -2.33805 0.38 -0.51 0.19
C -1.20670 4.45024 -2.69735 0.24 -0.04 -0.08
C -2.11129 4.05996 -3.68132 -0.02 -0.23 0.22
C 0.01942 -4.00654 -0.41111 -0.22 0.28 0.57
C 3.09563 2.93522 0.63412 0.63 -0.36 -0.51
C -0.23204 3.48855 1.82834 -0.01 -0.19 -0.10
C -3.49222 -2.01684 -4.04824 0.21 -0.03 0.42
C 2.19065 -2.95388 5.02893 -0.16 0.07 -0.37
C 2.94160 0.40619 -2.40330 0.21 -1.05 1.13
C -2.30805 2.71498 -3.95724 -0.18 0.06 -0.04
C 5.47541 -0.29309 1.60810 -0.05 0.38 0.48
C -3.35714 2.31582 -4.97216 -0.23 0.30 0.03
C -2.13414 -1.20490 3.15846 -0.06 -0.55 0.98
C 1.49177 -1.59819 5.07198 0.48 -0.33 0.31
C -3.95290 -1.35068 -0.00780 0.29 0.17 0.33
C -6.17693 -2.42871 -4.71077 -0.27 -0.12 -0.20
C 1.21745 5.08632 3.73016 -0.18 -0.57 -0.70
C 3.29248 -3.06883 6.06931 -0.18 0.22 -0.18
C -1.54808 1.75797 -3.24982 -0.48 -0.39 -0.74
C 3.34263 4.36082 2.51265 -0.18 0.12 -0.09
C -0.89104 4.15760 2.87599 -0.13 0.26 0.11
H 1.87922 -1.39064 -3.92123 -0.03 -0.09 -0.06
H 0.24029 3.77542 -1.28070 -0.16 -0.02 -0.09
H -4.98919 -1.13113 0.24637 -0.11 -0.04 -0.07
H 1.38715 -5.61847 -0.71558 0.00 -0.07 0.00
H -2.35214 -4.64774 -4.34991 0.14 -0.16 0.13
H -3.93206 -2.24763 2.67917 -0.16 -0.22 0.12
H -3.61758 -0.66318 -0.77660 -0.10 0.00 -0.24
H 1.09658 -1.47300 6.07987 -0.25 0.05 0.07
H -0.47427 0.12622 2.56478 -0.25 -0.20 0.05
H -4.03313 3.27525 1.92186 0.07 -0.02 0.00
H 3.56444 1.00194 3.19511 -0.52 -0.06 -0.23
H 4.00348 -2.26739 5.89711 0.27 0.03 0.07
H -3.90383 3.20165 -5.32865 0.25 -0.23 0.02
H 5.84163 -1.22284 1.19351 -0.03 -0.20 -0.08
H 1.44407 -3.73006 5.24900 0.07 0.04 -0.21
H 6.19944 0.49538 1.41240 0.23 0.13 0.17
H -2.85572 4.56071 3.71802 0.18 -0.07 -0.24
H -2.92873 1.80516 -5.83703 0.04 0.01 -0.17
H 3.90249 4.93855 3.21158 0.36 0.11 0.24
H -1.59981 -2.75101 -3.61186 -0.31 0.00 -0.06
H -2.66056 2.10017 0.17288 -0.02 0.06 0.12
H 2.15051 -4.77042 -2.89129 -0.02 0.15 0.01
H 4.33751 -0.89173 -1.44542 0.39 -0.16 -0.11
H -2.69672 4.78176 -4.23167 -0.08 0.21 -0.03
H -4.11469 1.64246 -4.55418 0.06 0.03 0.04
H -4.17181 -0.23033 -3.04427 -0.21 -0.26 -0.25
H 3.79171 -4.03182 5.99548 0.07 -0.05 -0.03
H 4.37706 0.72653 4.73896 -0.13 -0.08 0.34
H -0.70058 5.50588 4.55892 0.24 -0.37 -0.22
H 0.73737 -2.34346 -4.87177 0.17 0.05 0.13
H -3.87041 -2.37324 -0.38095 -0.03 0.01 -0.01
H -7.22132 -2.56185 -4.99066 0.25 -0.07 0.05
H -2.49476 0.36315 -4.42258 -0.12 -0.24 -0.13
H -1.98327 -1.53828 4.18107 -0.10 0.15 -0.31
H 4.55529 0.00882 1.12172 -0.17 -0.19 -0.28
H 0.71241 -1.53097 4.32175 -0.08 0.06 -0.04
H -3.22902 -4.91418 -5.85086 -0.03 -0.06 -0.10
H 2.33030 -3.00857 -4.50145 0.13 -0.12 0.04
H 6.15907 -0.52547 3.66421 -0.46 -0.12 -0.39
H 5.00677 3.56718 1.41045 -0.09 0.07 -0.07
H -2.00760 -3.60926 -5.72742 -0.23 -0.24 0.06
H 2.86055 -2.96039 7.06553 0.01 0.00 0.08
H -6.54198 -0.57890 -3.70732 0.03 0.00 -0.03
H 5.13504 1.67552 3.49067 0.35 0.46 -0.06
H 2.21610 -0.80417 4.90966 -0.02 0.13 -0.17
H -1.11868 -2.20403 -0.23056 0.05 0.06 -0.25
H 2.61421 -0.74284 -0.77697 0.24 -0.33 0.20
H -1.05506 5.50484 -2.45819 -0.05 -0.23 -0.10
H -5.47005 -4.23700 -5.63439 -0.18 -0.19 -0.06
H 3.54258 2.34940 -0.16920 -0.13 -0.01 0.02
H -0.28664 -4.34423 0.57013 -0.03 -0.07 0.04
```
Forces are in eV/Å.

Output
2S+1: 2
E_tot, Eh: -4230.9469
Frontier orbital gap (alpha / beta), eV: 4.35 / 5.35
M, g mol⁻¹: 1111.52
Net charge: -2
Energy above the lowest of the compared OMol25 structures with the same formula, charge and spin, eV: 0.0000
HOMO level (alpha / beta), eV: -0.87 / -1.86

=====

No. 3
The following is a quantum chemistry calculation of the molecule C3HF2N, from OMol25.

```
7
Properties=species:S:1:pos:R:3:forces:R:3
F -0.55332 -1.67747 1.66201 0.16 0.46 -0.65
F 1.22402 3.21052 -1.25974 0.54 -0.55 0.25
N 0.14616 1.50971 -0.08769 0.57 0.90 0.77
C 0.21521 2.51886 -0.82219 -1.74 -2.05 1.91
C -0.15225 0.31783 0.47143 -0.51 -0.29 -1.10
C -0.66676 -0.39356 1.86782 0.87 2.52 -1.56
H -0.27586 -0.30607 -0.41171 0.12 -0.98 0.38
```
Forces are in eV/Å.

Output
E_tot, Eh: -369.1429
Frontier orbital gap (alpha / beta), eV: 7.70 / 7.37
M, g mol⁻¹: 89.04
Net charge: 0
Energy above the lowest of the compared OMol25 structures with the same formula, charge and spin, eV: 6.0299
HOMO level (alpha / beta), eV: -9.24 / -9.00